Entry from the OMol25 dataset: C24H22Br2IN3ORuS4 as an isolated structure (the ωB97M-V functional and the def2-TZVPD basis).

Output
Spin multiplicity: 6
HOMO (spin up / spin down), hartree: -0.383 / -0.402
HOMO-LUMO gap (spin up / spin down), eV: 7.8 / 6.7
<S²>: 8.762
Relative energy (zero: lowest compared OMol25 entry of this formula, charge and spin), eV: 0.114
E_LUMO (spin up / spin down), eV: -2.628 / -4.200
Net charge: +1

The geometry in XYZ format:
```
58
C24H22Br2IN3ORuS4, DFT the ωB97M-V functional and the def2-TZVPD basis
Ru 0.574 -1.338 0.372
C 4.370 -0.987 3.765
N 3.055 -0.388 3.977
C 2.479 -0.147 5.209
C 1.248 0.344 4.983
N 1.082 0.403 3.605
C 2.197 -0.067 2.999
S 2.572 -0.163 1.334
C -0.153 0.783 2.996
C -0.820 1.888 3.487
C -2.071 2.176 2.966
C -2.603 1.346 1.994
C -1.841 0.281 1.554
N -0.625 -0.002 2.039
H 4.935 -0.900 4.688
H 4.886 -0.462 2.967
H 4.252 -2.035 3.495
H 2.990 -0.357 6.130
H 0.464 0.621 5.663
H -0.363 2.515 4.239
H -2.618 3.042 3.315
H -3.576 1.525 1.560
H -2.206 -0.376 0.778
Br 2.607 -2.069 -1.552
C 1.868 -3.447 -2.706
Br 0.129 -4.047 -2.212
H 2.553 -4.282 -2.636
H 1.834 -3.012 -3.697
O -0.533 -0.769 -1.104
C -0.876 0.291 -1.980
C -2.245 -0.004 -2.567
C -2.716 0.300 -3.806
C -4.084 -0.061 -3.987
C -4.615 -0.645 -2.883
S -3.467 -0.761 -1.620
C 0.148 0.314 -3.102
C 0.370 -0.696 -3.993
C 1.410 -0.401 -4.914
C 1.951 0.832 -4.699
S 1.202 1.633 -3.393
C -0.911 1.614 -1.234
C 0.057 2.152 -0.435
C -0.288 3.439 0.059
C -1.506 3.853 -0.391
S -2.232 2.693 -1.408
H -2.111 0.779 -4.563
H -4.634 0.100 -4.902
H -5.613 -1.029 -2.748
H -0.219 -1.603 -4.000
H 1.729 -1.062 -5.706
H 2.740 1.318 -5.249
H 0.999 1.664 -0.228
H 0.349 4.034 0.698
H -2.006 4.788 -0.195
I 0.527 -3.091 3.415
C -0.028 -3.174 1.361
H -1.105 -3.323 1.324
H 0.489 -4.030 0.935
```

=====

Entry from the OMol25 dataset: C7H22N10O11Pb as an isolated structure (the ωB97M-V functional and the def2-TZVPD basis).

Output
HOMO, hartree: -0.275
HOMO-LUMO gap, eV: 7.5
Relative energy (zero: lowest compared OMol25 entry of this formula, charge and spin), eV: 2.004
E_LUMO, eV: -0.044
Net charge: 0

The geometry in XYZ format:
```
51
C7H22N10O11Pb, DFT the ωB97M-V functional and the def2-TZVPD basis
Pb -22.283 -7.537 -5.091
O -18.159 -5.792 -6.584
C -18.706 -6.317 -5.423
O -18.135 -6.227 -4.338
O -19.820 -6.904 -5.628
H -18.943 -6.096 -7.084
O -23.457 -3.340 -6.727
C -23.422 -4.268 -5.737
O -23.668 -3.861 -4.579
O -23.193 -5.472 -6.032
H -23.802 -2.619 -6.177
C -24.565 -7.479 -2.358
O -24.213 -7.093 -3.460
N -25.263 -6.666 -1.507
N -24.305 -8.712 -1.859
H -25.401 -5.718 -1.811
H -25.615 -6.962 -0.618
H -24.493 -8.913 -0.897
H -23.844 -9.366 -2.466
C -24.779 -9.431 -6.884
O -24.342 -8.899 -5.873
N -25.999 -9.126 -7.378
N -24.077 -10.307 -7.635
H -26.405 -9.576 -8.177
H -26.342 -8.224 -7.095
H -23.257 -10.736 -7.258
H -24.433 -10.615 -8.521
C -22.589 -11.113 -3.876
O -22.044 -10.032 -3.781
N -23.212 -11.724 -2.797
N -22.813 -11.809 -5.052
H -22.971 -11.469 -1.858
H -24.037 -12.243 -3.039
H -21.963 -11.782 -5.593
H -23.385 -12.631 -4.983
C -21.605 -7.685 -8.809
O -21.848 -7.798 -7.623
N -22.477 -7.136 -9.702
N -20.412 -8.025 -9.370
H -22.233 -7.056 -10.671
H -23.435 -6.977 -9.452
H -20.044 -7.690 -10.241
H -19.742 -8.448 -8.750
C -20.921 -6.029 -2.119
O -21.223 -6.857 -2.975
N -19.620 -5.910 -1.737
N -21.781 -5.107 -1.649
H -19.357 -5.336 -0.960
H -18.957 -6.367 -2.353
H -21.587 -4.418 -0.948
H -22.692 -5.014 -2.071
```

=====

Entry from the OMol25 dataset: a 12-piece molecular cluster, C37H100N2O19 overall (the ωB97M-V functional and the def2-TZVPD basis).

Output
HOMO, hartree: -0.321
HOMO-LUMO gap, eV: 9.0
E_LUMO, eV: 0.225
Net charge: 0

The geometry in XYZ format:
```
158
C37H100N2O19, DFT the ωB97M-V functional and the def2-TZVPD basis
C 0.813 1.486 1.664
O -0.234 1.538 0.679
C 0.052 0.830 -0.640
C -1.244 0.397 -1.336
N -2.261 -0.290 -0.477
C -1.559 -1.520 0.031
C -1.195 -2.702 -0.931
O -0.033 -3.383 -0.574
C -0.191 -4.808 -0.644
H 0.590 1.964 2.618
H 1.642 1.993 1.170
H 0.955 0.433 1.908
H 0.723 -0.029 -0.637
H 0.659 1.458 -1.292
H -0.991 -0.300 -2.135
H -1.450 1.306 -1.902
H -2.197 0.445 0.213
H -2.283 -1.954 0.720
H -0.689 -1.222 0.616
H -1.003 -2.351 -1.945
H -2.093 -3.320 -0.937
H -0.751 -5.038 -1.551
H -0.656 -5.176 0.271
H 0.803 -5.245 -0.744
C 6.363 -1.329 1.463
O 6.154 -2.122 0.269
C 4.906 -2.145 -0.305
C 5.056 -3.039 -1.490
N 6.175 -2.578 -2.327
C 6.396 -3.402 -3.590
C 7.043 -4.765 -3.213
O 6.145 -5.706 -2.650
C 6.701 -6.759 -2.003
H 6.561 -0.288 1.208
H 7.224 -1.790 1.947
H 5.538 -1.319 2.175
H 4.792 -1.170 -0.778
H 4.144 -2.475 0.402
H 4.098 -3.234 -1.971
H 5.126 -3.990 -0.963
H 6.905 -2.719 -1.643
H 6.983 -2.717 -4.203
H 5.502 -3.521 -4.202
H 7.848 -4.507 -2.525
H 7.370 -5.330 -4.086
H 7.266 -7.430 -2.650
H 5.796 -7.240 -1.633
H 7.174 -6.592 -1.035
C -1.559 4.677 9.332
C -1.175 5.572 8.124
C -1.852 5.304 6.791
O -1.503 6.868 8.584
H -1.241 3.664 9.086
H -2.609 4.524 9.580
H -1.080 4.965 10.268
H -0.096 5.608 7.977
H -2.926 5.128 6.839
H -1.469 4.411 6.296
H -1.720 6.069 6.026
H -2.437 6.890 8.803
C -6.743 4.777 -6.181
C -5.222 5.041 -6.000
C -4.975 5.843 -4.706
O -4.619 3.770 -5.890
H -6.937 4.573 -7.234
H -7.338 5.690 -6.151
H -7.230 3.992 -5.602
H -4.839 5.544 -6.888
H -3.953 6.215 -4.632
H -5.257 5.259 -3.830
H -5.499 6.787 -4.853
H -5.143 3.187 -5.336
C -7.258 -6.160 -0.182
C -8.008 -5.236 0.794
C -8.875 -5.918 1.872
O -7.113 -4.423 1.397
H -7.929 -6.842 -0.703
H -6.624 -6.843 0.383
H -6.768 -5.562 -0.951
H -8.717 -4.622 0.238
H -9.784 -6.431 1.560
H -9.279 -5.107 2.477
H -8.409 -6.597 2.586
H -6.933 -3.636 0.879
C 0.816 1.092 -9.638
C -0.317 0.899 -8.586
C -0.083 -0.443 -7.877
O -0.096 1.806 -7.575
H 0.971 2.121 -9.962
H 0.554 0.437 -10.469
H 1.772 0.759 -9.234
H -1.322 1.059 -8.976
H 0.888 -0.755 -7.493
H -0.555 -1.220 -8.479
H -0.630 -0.563 -6.942
H -0.832 2.422 -7.585
C -1.867 -7.833 5.242
C -0.446 -8.289 5.658
C 0.458 -8.584 4.525
O 0.298 -7.407 6.572
H -1.712 -6.939 4.638
H -2.380 -7.657 6.188
H -2.285 -8.706 4.742
H -0.563 -9.264 6.131
H 0.769 -7.732 3.922
H 0.045 -9.331 3.847
H 1.376 -9.083 4.837
H 1.234 -7.557 6.417
O 7.651 4.818 7.648
C 7.204 4.054 6.535
C 5.656 3.932 6.482
O 5.220 5.063 5.709
H 7.888 4.346 8.450
H 7.607 4.625 5.699
H 7.633 3.060 6.662
H 5.310 3.975 7.515
H 5.214 3.104 5.929
H 5.502 5.837 6.201
O -6.678 1.182 -2.056
C -7.730 0.273 -2.089
C -7.381 -0.988 -2.908
O -6.227 -1.559 -2.369
H -6.033 0.919 -1.396
H -8.245 0.042 -1.156
H -8.337 0.912 -2.729
H -7.125 -0.742 -3.939
H -8.276 -1.610 -2.896
H -5.649 -0.839 -2.106
O -4.063 2.020 3.155
C -4.929 1.654 4.207
C -4.338 0.392 4.921
O -3.301 0.894 5.777
H -3.384 2.628 3.457
H -5.042 2.405 4.989
H -5.891 1.289 3.846
H -3.922 -0.307 4.195
H -5.013 -0.209 5.531
H -3.134 0.095 6.282
O 6.705 1.327 -5.304
C 5.894 2.422 -5.490
C 4.481 2.203 -4.936
O 3.809 3.365 -5.131
H 6.387 0.779 -4.583
H 6.441 3.248 -5.034
H 5.720 2.695 -6.531
H 4.464 1.821 -3.915
H 3.868 1.574 -5.582
H 2.872 3.240 -5.300
O 4.797 8.359 1.496
C 5.452 7.236 0.847
C 4.984 7.155 -0.628
O 5.373 5.912 -1.102
H 5.155 8.385 2.387
H 6.506 7.459 1.012
H 5.111 6.345 1.375
H 5.343 7.875 -1.364
H 3.923 7.142 -0.876
H 4.880 5.636 -1.879
```

=====

Going through the records in order, we get energy values of -8300.3283; -1848.2710; -3008.2967 Ha.
Going through the records in order, we get largest force on an atom values of 0.6; 2.6; 3.8 eV Å⁻¹.